C3H3NO | the ωB97M-V functional and the def2-TZVPD basis

Its orbital gap is 8.4 eV. As for the multiplicity: 1. Its net charge is 0. The value obtained for the LUMO energy is 0.24 eV. The calculation puts the HOMO energy at -8.20 eV.

Structure (XYZ):
```
8
Properties=species:S:1:pos:R:3:forces:R:3
C 0.235226 -0.341832 0.347028 0.28 0.75 0.66
C -0.916012 1.544008 -0.800095 0.87 -1.43 0.65
C 0.965329 -1.495964 0.847324 -2.63 0.50 -4.19
N -0.271317 0.593773 -0.201131 0.41 -0.56 1.20
O 1.645140 -1.640088 1.798860 1.03 -0.28 1.63
H -1.262472 1.111245 -1.707572 -0.86 0.97 -0.92
H -1.059905 2.495297 -0.302779 0.00 -0.15 -0.43
H 0.664011 -2.266438 0.018366 0.91 0.21 1.40
```
Positions in Å, forces in eV/Å.

=====

C3H3NO | the ωB97M-V functional and the def2-TZVPD basis

Its orbital gap is 9.9 eV. As for the multiplicity: 1. Its net charge is 0. The value obtained for the LUMO energy is 0.69 eV. The calculation puts the HOMO energy at -9.26 eV.

Structure (XYZ):
```
8
Properties=species:S:1:pos:R:3:forces:R:3
C 0.786834 -0.228102 0.576698 -4.71 1.49 -0.62
C 0.656918 0.005545 -0.788298 -3.74 1.09 -2.59
N -0.685263 0.365814 -1.402114 5.31 -1.27 2.57
O -1.454789 0.381001 -0.314905 0.89 -0.16 1.65
C -0.761402 0.142616 0.784808 2.45 -2.25 0.89
H 1.717795 -0.535329 1.266198 -2.84 0.95 -1.72
H 1.228948 0.032462 -1.651846 2.18 -0.35 -0.86
H -1.470249 -0.174970 1.539014 0.47 0.49 0.69
```
Positions in Å, forces in eV/Å.

=====

C3H3NO | the ωB97M-V functional and the def2-TZVPD basis

Its orbital gap is 10.5 eV. As for the multiplicity: 1. Its net charge is 0. The value obtained for the LUMO energy is 1.05 eV. The calculation puts the HOMO energy at -9.48 eV.

Structure (XYZ):
```
8
Properties=species:S:1:pos:R:3:forces:R:3
C 0.407560 1.060026 -0.036743 0.56 2.54 0.76
C -0.884021 0.651877 -0.004408 -1.92 3.72 0.64
C 0.404415 -0.974711 -0.040087 -2.76 -6.29 1.52
H 0.974633 2.031306 0.088612 -1.59 -1.03 -0.41
H -1.816191 1.271435 0.229171 1.44 -1.27 -0.87
H 0.589429 -2.017844 0.295893 -0.08 0.70 -1.06
N 1.193449 -0.047993 0.013153 2.74 1.97 -0.56
O -0.958717 -0.671513 -0.027290 1.61 -0.34 -0.02
```
Positions in Å, forces in eV/Å.

=====

C3H3NO | the ωB97M-V functional and the def2-TZVPD basis

Its orbital gap (alpha / beta) is 9.4 / 6.8 eV. As for the multiplicity: 1. Its net charge is 0. The value obtained for the LUMO energy (alpha / beta) is -0.24 / -1.96 eV. The calculation puts the HOMO energy (alpha / beta) at -9.61 / -8.79 eV.

Structure (XYZ):
```
8
Properties=species:S:1:pos:R:3:forces:R:3
C -0.751082 0.391362 0.018434 -0.85 1.07 0.53
C -2.103022 -0.053663 0.016191 -1.87 -1.52 -0.47
C 1.890631 -0.173539 -0.078432 -1.00 0.49 -0.11
N -1.709553 1.244850 0.357598 1.83 -1.14 -0.47
O -3.041915 -0.788008 -0.132004 1.59 1.28 0.33
H 2.044908 0.409798 -0.975945 0.11 0.04 0.33
H 1.752399 -1.218746 -0.128152 -0.11 -0.93 -0.43
H 1.917634 0.187946 0.922313 0.31 0.72 0.29
```
Positions in Å, forces in eV/Å.

=====

C3H3NO | the ωB97M-V functional and the def2-TZVPD basis

Its orbital gap is 9.4 eV. As for the multiplicity: 1. Its net charge is 0. The value obtained for the LUMO energy is 0.45 eV. The calculation puts the HOMO energy at -8.94 eV.

Structure (XYZ):
```
8
Properties=species:S:1:pos:R:3:forces:R:3
C -0.503263 -0.723666 -0.091128 1.29 0.06 0.89
N 0.701310 -0.406252 0.152818 1.80 -1.47 -0.07
C 1.773524 0.540535 0.117802 -4.32 1.12 -2.05
C 2.980861 0.019169 -0.040063 2.83 0.24 1.17
O 4.120957 -0.242982 0.051054 -2.17 0.04 -0.61
H -0.773737 -1.870684 0.002824 0.14 2.49 -0.23
H -1.229816 0.082895 -0.270074 -0.46 -0.61 -0.29
H 1.561388 1.601473 -0.358906 0.89 -1.88 1.18
```
Positions in Å, forces in eV/Å.

=====

C3H3NO | the ωB97M-V functional and the def2-TZVPD basis

Its orbital gap (alpha / beta) is 6.7 / 10.7 eV. As for the multiplicity: 3. Its net charge is 0. The value obtained for the LUMO energy (alpha / beta) is 0.87 / -2.16 eV. As for the expectation value of S²: 2.0088. The calculation puts the HOMO energy (alpha / beta) at -5.87 / -12.88 eV.

Structure (XYZ):
```
8
Properties=species:S:1:pos:R:3:forces:R:3
C 0.990342 2.253522 0.298596 -0.34 -0.64 -4.00
C -0.872405 -1.116228 0.577885 2.00 -0.15 0.79
C -0.370113 -1.482306 -0.613730 -1.58 -0.34 -2.06
N 0.898103 2.062539 -0.828845 -0.02 0.43 0.27
O -1.379194 -0.588676 1.496718 -1.89 0.89 1.33
H 1.094251 2.169363 1.281131 0.33 0.16 3.74
H 0.644076 -1.799825 -0.664333 0.77 -0.40 -0.43
H -1.005060 -1.498389 -1.547422 0.74 0.05 0.37
```
Positions in Å, forces in eV/Å.

=====

C3H3NO2 | the ωB97M-V functional and the def2-TZVPD basis

Its orbital gap is 10.4 eV. As for the multiplicity: 1. Its net charge is 0. The value obtained for the LUMO energy is 0.48 eV. The calculation puts the HOMO energy at -9.97 eV.

Structure (XYZ):
```
9
Properties=species:S:1:pos:R:3:forces:R:3
O -1.437180 -1.955336 0.470652 -0.54 -0.04 0.65
C -0.589248 -1.170552 0.162184 -2.76 0.19 -0.74
C -0.631989 0.284780 0.041671 1.66 1.43 1.36
N 0.505229 0.797239 -0.860723 -2.07 -0.68 -0.38
C 0.876455 0.584331 0.359334 -2.86 1.01 -2.53
O 1.773862 0.534358 1.062682 3.58 -0.06 3.49
H 0.356335 -1.458957 -0.120343 2.65 -1.52 -0.83
H -1.292850 1.010248 0.556633 0.06 -0.67 -0.85
H 0.439389 1.373887 -1.672086 0.28 0.34 -0.17
```
Positions in Å, forces in eV/Å.

=====

C3H3NO2 | the ωB97M-V functional and the def2-TZVPD basis

Its orbital gap is 10.9 eV. As for the multiplicity: 1. Its net charge is 0. The value obtained for the LUMO energy is -0.10 eV. The calculation puts the HOMO energy at -11.02 eV.

Structure (XYZ):
```
9
Properties=species:S:1:pos:R:3:forces:R:3
C -1.630273 0.103483 0.217231 -0.07 0.37 -0.17
O -1.165054 1.000134 -0.438451 -0.57 -0.32 0.37
C 1.207102 0.695202 -1.287792 0.86 1.23 -0.60
O 1.748737 1.690288 -1.331844 -0.54 -0.95 0.06
C 1.283115 -1.075114 0.668386 1.05 -0.35 0.45
N 2.419633 -1.111334 0.858510 -1.00 -0.02 -0.06
H 0.227170 -1.061475 0.511020 0.32 -0.12 0.02
H -1.630096 0.133175 1.324051 -0.04 0.04 -0.07
H -2.058392 -0.805108 -0.250545 -0.01 0.12 -0.01
```
Positions in Å, forces in eV/Å.

=====

C3H3NO2 | the ωB97M-V functional and the def2-TZVPD basis

Its orbital gap is 9.4 eV. As for the multiplicity: 1. Its net charge is 0. The value obtained for the LUMO energy is 0.54 eV. The calculation puts the HOMO energy at -8.88 eV.

Structure (XYZ):
```
9
Properties=species:S:1:pos:R:3:forces:R:3
O 1.410897 -0.974532 0.298602 2.58 -2.11 3.02
C 0.290050 -0.392976 -0.071365 1.04 -0.50 1.00
C -0.851897 -0.218676 0.628126 -4.54 1.27 1.51
N -1.674063 0.743223 0.042904 3.36 -2.20 -0.03
O -0.787462 1.088926 -1.063362 -9.92 5.33 0.01
C 0.216499 0.461393 -1.092431 9.23 -0.55 -2.01
H 1.499498 -1.060396 1.314936 -0.45 0.25 -2.68
H -1.193507 -0.698343 1.608030 0.55 0.76 -1.69
H 1.089985 1.051381 -1.665441 -1.85 -2.25 0.88
```
Positions in Å, forces in eV/Å.

=====

C3H3NO2 | the ωB97M-V functional and the def2-TZVPD basis

Its orbital gap is 12.2 eV. As for the multiplicity: 1. Its net charge is 0. The value obtained for the LUMO energy is 0.63 eV. The calculation puts the HOMO energy at -11.53 eV.

Structure (XYZ):
```
9
Properties=species:S:1:pos:R:3:forces:R:3
N 1.268658 1.722658 -2.168099 -0.84 -0.52 0.14
C 0.539592 1.147479 -1.482608 1.05 0.62 -0.43
C -0.119045 0.567423 -0.323106 -0.11 0.05 0.38
O 0.005567 -0.855828 -0.356083 -0.04 -0.09 0.05
C -0.452571 -1.427811 0.772283 -0.22 0.20 0.40
O -0.933249 -0.814558 1.686904 0.20 -0.35 -0.34
H -1.167775 0.856382 -0.209535 0.19 0.03 -0.19
H 0.438660 0.968765 0.528092 -0.23 -0.10 0.11
H -0.324048 -2.518289 0.738739 0.01 0.16 -0.11
```
Positions in Å, forces in eV/Å.

=====

C3H3NO2 | the ωB97M-V functional and the def2-TZVPD basis

Its orbital gap is 11.0 eV. As for the multiplicity: 1. Its net charge is 0. The value obtained for the LUMO energy is -0.07 eV. The calculation puts the HOMO energy at -11.07 eV.

Structure (XYZ):
```
9
Properties=species:S:1:pos:R:3:forces:R:3
N 2.258730 -0.835157 -0.914204 -0.74 0.50 0.54
C 1.402687 -0.304115 -0.347904 0.64 -0.47 -0.50
C 0.254169 0.315448 0.363174 -0.05 -0.14 -0.01
O -0.068383 1.586050 -0.111803 -0.05 -0.08 -0.16
C -0.941552 -0.651792 0.204063 -0.24 0.05 -0.34
O -1.676100 -0.566000 -0.745195 0.36 0.14 0.53
H 0.532378 0.390331 1.417041 -0.09 0.05 -0.03
H -0.669419 1.464653 -0.864840 0.09 0.03 0.05
H -1.092514 -1.399415 0.999669 0.08 -0.08 -0.08
```
Positions in Å, forces in eV/Å.

=====

C3H3NO2 | the ωB97M-V functional and the def2-TZVPD basis

Its orbital gap is 8.9 eV. As for the multiplicity: 1. Its net charge is 0. The value obtained for the LUMO energy is -1.22 eV. The calculation puts the HOMO energy at -10.15 eV.

Structure (XYZ):
```
9
Properties=species:S:1:pos:R:3:forces:R:3
O -1.876989 0.209247 -0.272264 0.17 -0.96 0.57
C -0.645115 0.670035 -0.324371 0.67 0.02 0.35
C 0.262066 -0.428543 0.060225 0.24 -0.15 -0.26
O -0.346065 -1.402389 0.546106 0.04 -0.28 -0.17
C 1.696343 -0.330693 0.076663 1.07 -0.02 -0.01
N 2.846279 -0.229643 0.031706 -0.98 -0.06 0.03
H -1.424169 -0.982362 0.263545 -0.53 1.19 -0.52
H -0.309580 1.409399 -1.068822 -0.17 -0.39 0.08
H -0.202773 1.084953 0.687208 -0.52 0.65 -0.06
```
Positions in Å, forces in eV/Å.

=====

Across the entries above, maximum force takes the values 4.968, 6.032, 7.036, 2.461, 4.909, 4.065, 5.004, 1.619, 11.265, 1.292, 1.044, 1.401 eV/A, respectively.
Across the entries above, E_tot takes the values -6693.5508, -6692.5438, -6695.7388, -6691.2194, -6693.8839, -6691.6241, -8741.5915, -8742.1776, -8740.7721, -8743.7964, -8743.3016, -8741.5675 eV, respectively.
Across the entries above, relative energy (zero: lowest compared OMol25 entry of this formula, charge and spin) takes the values 283.8, 380.9, 72.7, 508.7, 251.6, 96.2, 341.5, 285.0, 420.6, 128.8, 176.5, 343.8 kJ/mol, respectively.